# 1
Computed, not measured: 6 unconnected molecules or ions with the total composition C14H42N2O9 in a non-equilibrium geometry, with ωB97M-V/def2-TZVPD.

## Properties
Molecular weight, g/mol: 382.49
HOMO, eV: -8.5
Energy above the lowest of the compared OMol25 structures with the same formula, charge and spin, kcal per mole: 0.0
Orbital gap, hartree: 0.325

XYZ file:
```
67
C14H42N2O9 | the Open Molecules 2025 dataset | ωB97M-V/def2-TZVPD
C -1.11099 -3.32577 1.04007
C -2.29483 -2.39450 1.37076
C -3.23442 -2.93169 2.43823
O -4.29920 -3.63185 1.83079
C -5.43653 -3.82263 2.62949
N -1.66748 -1.16638 1.90424
H -1.35064 -4.29032 0.58836
H -0.49019 -3.50922 1.91778
H -0.47490 -2.83872 0.29688
H -2.83102 -2.05728 0.48108
H -3.58337 -2.13051 3.09681
H -2.67993 -3.62958 3.07968
H -5.27161 -4.70115 3.26492
H -6.28361 -4.12411 2.00786
H -5.73681 -2.90147 3.13421
H -0.87301 -0.85915 1.34208
H -2.26959 -0.35699 1.76146
C 3.76159 -0.80650 -0.64414
C 2.76260 -1.17478 -1.73818
C 3.43822 -1.99598 -2.86263
O 2.55581 -2.00655 -3.96994
C 3.02013 -2.87361 -4.97959
N 1.67979 -1.97368 -1.13230
H 4.45141 -0.02824 -0.96866
H 4.33976 -1.71890 -0.45683
H 3.24525 -0.52701 0.27064
H 2.40144 -0.24781 -2.19060
H 3.47664 -3.01878 -2.46690
H 4.44851 -1.62567 -3.06231
H 3.14779 -3.92064 -4.67123
H 3.97629 -2.59158 -5.42737
H 2.20605 -2.91136 -5.70436
H 2.11550 -2.78076 -0.68465
H 1.24033 -2.43741 -1.93139
O 0.40906 0.35804 0.13106
H 1.07990 0.78695 0.70531
H 0.88283 -0.37403 -0.31719
C 0.82951 4.34284 -0.71350
C -0.05883 4.59084 -1.91958
O -1.44283 4.62309 -1.62243
O 0.65405 5.37083 0.27049
H 1.89228 4.28665 -0.96079
H 0.69016 3.31883 -0.34303
H 0.10129 3.84849 -2.71079
H 0.15606 5.48054 -2.52494
H -1.79118 5.51496 -1.55157
H -0.30910 5.35102 0.37379
C 1.72044 2.14050 2.67391
C 2.59723 1.69212 3.86178
O 1.91645 1.57276 5.11150
O 2.38916 1.66595 1.48386
H 1.75652 3.22388 2.53432
H 0.71551 1.74251 2.77378
H 3.45961 2.33817 4.03942
H 2.78746 0.64345 3.62572
H 1.75545 2.45359 5.46679
H 3.27583 2.00362 1.35039
C -2.44831 0.84842 -1.48543
C -2.76092 1.73234 -0.28909
O -3.41984 2.93157 -0.68980
O -3.61592 0.18065 -1.99650
H -1.65812 0.13952 -1.22379
H -2.18390 1.45205 -2.36208
H -1.83834 1.88554 0.27678
H -3.53544 1.24006 0.30650
H -2.69665 3.54432 -0.91375
H -3.68839 0.38053 -2.92541
```

=====

# 2
Computed, not measured: 2 unconnected molecules or ions with the total composition C3H7NO3P in a non-equilibrium geometry, with ωB97M-V/def2-TZVPD.

## Properties
Molecular weight, g/mol: 136.07
HOMO (alpha / beta), eV: -3.4 / -4.7
Energy above the lowest of the compared OMol25 structures with the same formula, charge and spin, kcal per mole: 131.7
Orbital gap (alpha / beta), hartree: 0.272 / 0.309
Total charge: -1

XYZ file:
```
15
C3H7NO3P | the Open Molecules 2025 dataset | ωB97M-V/def2-TZVPD
C 1.67592 0.10343 0.61787
C 1.22687 -0.37152 -0.74296
C 1.98543 0.96013 -0.53851
N -3.61291 -1.34881 -0.16579
O -1.45243 -0.80270 1.37758
O -1.41793 1.58677 0.38681
O -3.00605 -0.21337 -0.54761
P -1.49846 0.12711 0.17350
H 0.70000 0.65127 1.02587
H 2.38380 -0.47123 1.18199
H 1.69804 -1.34902 -1.27174
H 0.22732 -0.29148 -0.81928
H 3.00182 1.01770 -0.95472
H 1.41210 1.86478 -0.59337
H -3.32353 -1.46307 0.87036
```

=====

- Which value of energy above the lowest of the compared OMol25 structures with the same formula, charge and spin does entry 1 give?
  0.0 kcal per mole